One molecule with the formula C4H8BN at a distorted geometry. Source: the Open Molecules 2025 dataset; level of theory: ωB97M-V/def2-TZVPD.

The value obtained for the HOMO energy is -9.353 eV. The value obtained for the total energy is -6441.0082 eV. The spin multiplicity is 1. As for the energy relative to the best compared isomer or geometry (same formula, charge and spin): 343.6 kJ/mol. The SMILES is C#CCNBC. For the orbital gap, the calculation gives 10.0 eV.

Geometry as XYZ:
```
14
C4H8BN (ωB97M-V/def2-TZVPD)
C -1.523 0.656 -2.240
H 1.608 0.915 -1.640
H 1.724 0.448 0.624
H -2.130 -0.245 -2.277
H 1.055 2.487 -0.672
H 0.474 -1.211 2.692
H -1.177 -1.761 1.978
C 0.846 1.372 -0.927
B -0.103 -0.412 0.630
N 0.797 0.576 0.174
C -0.133 -1.453 1.804
C -0.638 1.318 -1.625
H 0.363 -2.369 1.563
H -1.162 -0.320 -0.085
```

Computed Mulliken charges, given in elementary charges: -0.18, 0.24, 0.20, 0.34, 0.25, 0.31, 0.24, -0.13, 0.13, -0.23, -0.91, -0.41, 0.35, -0.19

A 2-piece molecular cluster, C6H12N2O overall at a distorted geometry. Source: the Open Molecules 2025 dataset; level of theory: ωB97M-V/def2-TZVPD.

The value obtained for the HOMO energy is -8.037 eV. The value obtained for the total energy is -11439.6055 eV. The spin multiplicity is 1. As for the energy relative to the best compared isomer or geometry (same formula, charge and spin): 488.7 kJ/mol. The SMILES is C=C=C(C)CC.NN=O. For the orbital gap, the calculation gives 8.8 eV.

Geometry as XYZ:
```
21
C6H12N2O (ωB97M-V/def2-TZVPD)
C -1.426 -0.441 -0.076
H 1.640 -1.973 -1.932
H -1.139 -1.634 1.707
C 0.736 0.606 0.547
C -1.186 2.087 0.168
H 1.720 1.184 2.321
H -2.474 -0.195 0.116
C 1.798 0.830 1.303
H -1.644 2.463 1.080
C -1.088 -1.755 0.627
C -0.570 0.728 0.330
N 1.923 -1.200 -1.329
H -1.795 -2.529 0.333
H -0.532 2.893 -0.163
N 1.385 0.006 -1.501
H 2.800 0.653 0.939
H 2.686 -1.242 -0.668
O 0.587 0.119 -2.432
H -0.088 -2.093 0.369
H -1.339 -0.568 -1.164
H -1.991 2.061 -0.574
```

Computed Mulliken charges, given in elementary charges: -0.47, 0.24, 0.32, 0.29, -1.67, 0.29, 0.47, -0.94, 0.31, -1.22, 0.73, -0.30, 0.39, 0.41, 0.30, 0.24, 0.24, -0.53, 0.23, 0.29, 0.39

A 2-piece molecular cluster, C9H14S overall at a distorted geometry. Source: the Open Molecules 2025 dataset; level of theory: ωB97M-V/def2-TZVPD.

The value obtained for the HOMO energy is -8.367 eV. The value obtained for the total energy is -20394.6869 eV. The spin multiplicity is 1. As for the energy relative to the best compared isomer or geometry (same formula, charge and spin): 57.8 kJ/mol. The SMILES is Cc1ccccc1.CSC. For the orbital gap, the calculation gives 9.3 eV.

Geometry as XYZ:
```
24
C9H14S (ωB97M-V/def2-TZVPD)
H 0.250 2.264 2.039
H 1.335 -2.549 -1.373
H 0.303 1.733 -0.412
H 2.288 -2.511 -2.957
C 2.033 0.397 -3.661
H -0.749 1.466 4.537
C -1.347 0.387 -0.225
C -0.590 0.562 3.955
C 1.476 -2.122 -2.355
C -2.183 -0.310 0.619
S 1.600 -0.349 -2.061
H 0.562 -2.353 -2.911
C -0.260 1.394 1.645
H 3.095 0.317 -3.831
H 1.752 1.440 -3.535
C -1.979 -0.242 1.987
C -1.011 0.596 2.519
H 1.350 0.042 -4.419
H -2.940 -0.929 0.156
C -0.394 1.272 0.281
H -1.124 -0.199 4.531
H -2.393 -0.936 2.709
H 0.462 0.309 4.055
H -1.539 0.322 -1.294
```

Computed Mulliken charges, given in elementary charges: 0.33, 0.29, 0.39, 0.34, -0.89, 0.32, -0.26, -1.41, -0.88, -0.63, 0.01, 0.26, -0.35, 0.30, 0.29, -0.32, 0.78, 0.30, 0.36, -0.54, 0.36, 0.28, 0.31, 0.37

C45H66BClN7NaO3Se as an isolated structure at a distorted geometry. Source: the Open Molecules 2025 dataset; level of theory: ωB97M-V/def2-TZVPD.

The net charge is -2. The value obtained for the HOMO energy is 0.206 eV. The value obtained for the total energy is -147274.2334 eV. The spin multiplicity is 1. For the orbital gap, the calculation gives 3.3 eV.

Geometry as XYZ:
```
125
C45H66BClN7NaO3Se (ωB97M-V/def2-TZVPD)
C -3.308 -1.898 -1.943
C -0.196 4.767 3.315
H 0.929 -2.777 -5.334
H -1.265 -5.024 2.019
H 4.200 -1.265 2.998
H -1.168 0.209 0.766
H 4.781 0.898 2.085
H -3.226 3.941 4.536
H -4.510 5.075 1.505
C -5.193 -0.490 2.645
H -3.639 -2.676 0.017
H 6.316 -1.001 2.141
H 3.503 0.812 0.876
C -2.364 -1.592 -2.905
H -6.702 1.194 3.929
C 5.396 -2.854 -3.583
H 8.008 -1.948 0.648
C -2.463 4.188 3.810
H -1.601 -1.315 1.942
H 4.409 0.693 -2.007
H 0.921 -1.277 -3.341
Na 1.569 0.709 -1.805
H -2.015 4.681 0.491
H 3.738 -3.491 -2.435
C -1.163 -3.173 0.897
H 4.883 -5.555 -3.116
C 0.208 -2.916 -4.532
C -2.900 -2.425 -0.735
C 4.241 -2.295 -0.193
C -1.572 -4.641 1.046
O -3.229 1.445 2.380
H -0.904 4.318 5.289
H -3.853 -0.309 0.389
C -1.015 -1.823 -2.692
H 2.910 4.847 1.500
Cl 1.394 5.130 3.884
C 3.740 -1.007 2.031
C -0.596 -2.354 -1.457
C -1.555 -2.641 -0.466
H -0.076 -3.102 0.992
H -5.103 1.942 3.972
C -1.422 0.799 -0.087
H 6.484 -2.893 -3.610
H 0.526 -4.743 -0.954
H 4.818 -5.445 -1.354
H -6.428 2.678 3.040
H 7.319 -3.078 -1.426
C 6.959 -2.036 0.399
C -5.540 0.912 2.124
H 5.014 -3.347 -4.477
C -1.787 4.608 1.545
H 6.327 -5.095 -2.193
C -1.170 4.409 4.248
O 0.797 2.056 1.731
H -4.359 -1.717 -2.138
H -4.697 0.912 -0.593
C -0.021 -1.590 -3.800
H 0.590 -3.671 -3.846
C -0.429 -0.495 -4.773
C -2.797 4.287 2.466
H 2.515 7.072 -0.025
C -4.222 4.145 2.009
C -4.491 3.025 0.992
H -2.475 1.976 2.084
H -1.173 -0.838 -5.496
B 1.858 -1.650 -1.043
H 1.160 1.282 1.290
H -3.834 3.201 0.138
N 2.897 -2.523 -0.511
H -1.352 -2.703 2.992
C 2.551 4.909 0.490
C -5.966 1.742 3.341
H 2.223 -2.559 2.125
H -0.812 0.367 -4.232
H -2.862 -2.536 2.102
H 0.447 -0.151 -5.314
H 1.602 6.035 -2.410
H 0.261 5.138 1.258
C 3.781 0.519 1.887
C -4.277 1.560 1.444
C -1.786 -2.378 2.048
H 1.821 -1.066 2.988
H 3.974 2.045 -2.504
H -7.592 0.408 1.741
H 1.680 3.547 -2.131
C 6.001 -1.511 1.240
C 1.894 5.544 -1.503
H -2.688 -1.182 -3.849
H -5.091 -1.202 1.834
N 0.757 -2.605 -1.216
C -3.921 0.752 0.156
H -1.116 -5.256 0.274
C 6.566 -2.679 -0.759
C 2.446 -3.835 -0.463
H -0.935 2.491 -2.655
H -5.990 -0.852 3.293
N 1.839 4.217 -1.377
C 5.223 -2.810 -1.066
H 3.099 0.974 2.602
Se 1.904 2.209 -3.964
H -4.861 4.035 2.882
O 4.511 1.628 -1.814
N -2.618 1.880 -1.558
H 3.072 -4.639 -0.114
H 1.747 -1.114 1.216
C -1.335 1.957 -1.821
H -4.268 -0.458 3.210
H 5.083 -1.813 -3.614
N -2.674 1.137 -0.438
H -6.538 0.088 0.370
H -5.517 3.126 0.634
C 4.825 -3.528 -2.337
H 1.234 2.788 1.274
C 2.348 6.047 -0.299
H -2.652 -4.741 0.955
C -6.740 0.785 1.177
C 2.289 -1.473 2.091
N 2.232 3.811 -0.181
C -0.498 4.859 1.971
H -0.728 -3.283 -4.960
C 1.166 -3.881 -0.858
H -7.026 1.741 0.743
C 5.243 -4.999 -2.251
C 4.638 -1.628 0.977
N -0.565 1.305 -0.932
```

Mulliken population analysis, charges in e, atoms 1 to 99: -1.17, 0.88, 0.43, 0.47, 0.50, 0.11, 0.58, 0.27, 0.39, -1.70, 0.52, 0.40, 0.17, -0.24, 0.52, -1.69, 0.35, -0.15, 0.30, 0.28, -0.80, 0.59, 0.33, -0.42, 1.82, 0.43, -1.69, 0.13, -0.19, -1.91, -0.62, 0.42, -0.25, -0.24, 0.58, -0.27, 0.55, -0.27, 0.44, -0.62, 0.24, -1.16, 0.32, 0.53, 0.32, 0.29, 0.31, -1.32, 1.67, 0.45, 0.23, 0.33, -1.07, -0.22, 0.37, 0.18, 2.43, 0.31, -2.05, -0.20, 0.39, -1.10, -1.34, 0.08, 0.37, 0.56, -0.27, 0.61, 0.49, 0.55, -0.60, -1.93, 0.54, 0.31, 0.42, 0.42, 0.46, 0.38, -1.18, 2.75, -1.94, 0.51, 0.20, 0.50, -0.21, -0.90, -0.45, 0.31, 0.29, 0.72, -1.85, 0.35, -0.44, -1.40, 0.62, 0.54, 0.63, 0.70, 0.32

- Which of these has the highest HOMO?
  C45H66BClN7NaO3Se

Please write out number 1 again, unchanged.
One molecule with the formula C4H8BN at a distorted geometry. Source: the Open Molecules 2025 dataset; level of theory: ωB97M-V/def2-TZVPD.

The value obtained for the HOMO energy is -9.353 eV. The value obtained for the total energy is -6441.0082 eV. The spin multiplicity is 1. As for the energy relative to the best compared isomer or geometry (same formula, charge and spin): 343.6 kJ/mol. The SMILES is C#CCNBC. For the orbital gap, the calculation gives 10.0 eV.

Geometry as XYZ:
```
14
C4H8BN (ωB97M-V/def2-TZVPD)
C -1.523 0.656 -2.240
H 1.608 0.915 -1.640
H 1.724 0.448 0.624
H -2.130 -0.245 -2.277
H 1.055 2.487 -0.672
H 0.474 -1.211 2.692
H -1.177 -1.761 1.978
C 0.846 1.372 -0.927
B -0.103 -0.412 0.630
N 0.797 0.576 0.174
C -0.133 -1.453 1.804
C -0.638 1.318 -1.625
H 0.363 -2.369 1.563
H -1.162 -0.320 -0.085
```

Computed Mulliken charges, given in elementary charges: -0.18, 0.24, 0.20, 0.34, 0.25, 0.31, 0.24, -0.13, 0.13, -0.23, -0.91, -0.41, 0.35, -0.19

- Which of these has the highest HOMO?
  C45H66BClN7NaO3Se